No. 1
Below is C9H18NP in the gas phase at a distorted geometry, with properties calculated with the ωB97M-V functional and the def2-TZVPD basis.

Structure (ORCA input):
```
! wB97M-V def2-TZVPD RIJCOSX def2/J DEFGRID3
* xyz 0 1
C 3.24 0.34 -0.13
C 2.64 1.43 -0.62
C 2.78 -1.05 0.09
C 1.20 1.40 -1.04
C 2.00 -1.14 1.32
C -1.37 -1.32 -0.83
C -2.30 -0.24 1.30
C -2.29 0.94 -0.92
C -1.52 -0.09 0.01
N -0.03 2.18 1.29
P 0.12 0.92 0.46
H 4.38 0.57 0.14
H 3.13 2.41 -0.81
H 2.17 -1.27 -0.89
H 3.51 -1.84 0.31
H 0.70 2.29 -1.22
H 0.91 0.59 -1.71
H 1.24 -1.99 1.44
H 2.38 -0.60 2.25
H -2.08 -2.02 -0.52
H -1.57 -1.31 -1.95
H -0.44 -1.71 -0.59
H -3.20 -0.77 1.20
H -2.53 0.72 1.96
H -1.87 -1.03 1.85
H -1.86 0.89 -1.83
H -3.25 0.70 -1.17
H -2.35 2.04 -0.48
H -0.62 2.20 2.09
*
```

E_LUMO (alpha / beta), eV: 0.33 / 0.67
Gap between HOMO and LUMO (alpha / beta), eV: 7.70 / 7.46

No. 2
Below is a gas-phase ion, C9H18NSi2 (charge +1) at a distorted geometry, with properties calculated with the ωB97M-V functional and the def2-TZVPD basis.

Structure (ORCA input):
```
! wB97M-V def2-TZVPD RIJCOSX def2/J DEFGRID3
* xyz 1 1
C 2.75 1.44 -1.36
C 1.44 0.84 -0.35
C 1.98 0.79 1.02
C 2.81 -0.19 1.24
C 2.79 -1.29 0.38
C 1.70 -1.50 -0.37
N 0.65 -0.55 -0.49
Si -1.01 -1.20 0.13
C -0.74 -3.01 0.51
Si -2.42 0.69 -0.37
C -2.00 2.08 0.78
C -4.26 0.20 -0.50
H 3.51 0.68 -1.18
H 2.48 1.63 -2.39
H 3.04 2.37 -0.98
H 0.56 1.45 -0.53
H 1.60 1.52 1.66
H 3.30 -0.33 2.18
H 3.54 -2.01 0.25
H 1.77 -2.24 -1.16
H -1.36 -3.62 -0.13
H 0.43 -3.24 0.39
H -1.03 -3.25 1.54
H -1.68 0.76 -1.81
H -2.98 2.41 1.17
H -1.29 2.00 1.64
H -1.60 2.94 0.25
H -4.48 -0.35 -1.46
H -4.72 -0.18 0.44
H -4.80 1.14 -0.51
*
```

SMILES string: C[C@@H]1C=CC=C/[N+]1=[Si](\C)[SiH](C)C
E_LUMO, eV: -4.80
Gap between HOMO and LUMO, eV: 7.01

No. 3
Below is 2 unconnected molecules or ions with the total composition C9H18Si at a distorted geometry, with properties calculated with the ωB97M-V functional and the def2-TZVPD basis.

Structure (ORCA input):
```
! wB97M-V def2-TZVPD RIJCOSX def2/J DEFGRID3
* xyz 0 1
C -2.43 -1.04 1.78
C -1.54 0.00 2.48
C -2.85 -0.44 0.39
C -0.83 0.73 1.35
C -1.65 0.48 0.06
C 1.66 1.66 -1.09
C 2.83 -0.41 -0.54
C 1.29 -0.40 -2.46
C 1.53 0.19 -1.08
Si 0.06 -0.30 -0.04
H -1.85 -2.02 1.64
H -3.36 -1.50 2.38
H -2.18 0.68 3.16
H -0.79 -0.51 3.11
H -3.06 -1.18 -0.36
H -3.70 0.31 0.63
H -0.57 1.83 1.59
H -1.68 1.36 -0.51
H 2.46 2.08 -0.43
H 2.13 1.94 -2.02
H 0.85 2.25 -0.95
H 3.74 0.15 -0.94
H 3.04 -1.42 -0.78
H 2.95 -0.34 0.53
H 0.88 -1.42 -2.49
H 0.61 0.02 -3.04
H 2.24 -0.31 -3.02
H 0.20 -2.38 0.65
*
```

E_LUMO, eV: 0.72
Gap between HOMO and LUMO, eV: 9.04

No. 4
Below is a molecular structure, C9H19BiCl2NO3P at a distorted geometry, with properties calculated with the ωB97M-V functional and the def2-TZVPD basis.

Structure (ORCA input):
```
! wB97M-V def2-TZVPD RIJCOSX def2/J DEFGRID3
* xyz 2 1
C -2.27 3.44 1.40
C -1.84 2.14 0.84
H -1.68 4.12 0.75
H -1.93 3.48 2.44
H -3.34 3.64 1.32
O -1.09 2.01 -0.11
Cl -2.46 0.78 1.70
Bi 0.17 -1.94 -0.17
P -2.07 -0.60 -1.73
C -1.50 -0.18 -3.42
C -3.09 -2.06 -2.08
H -4.01 0.58 -0.77
H -4.18 0.39 -2.55
H -3.08 1.63 -1.90
C -3.48 0.62 -1.73
H -3.54 -2.43 -1.15
H -3.90 -1.77 -2.77
H -2.36 -0.10 -4.10
H -0.80 -0.93 -3.80
H -2.50 -2.87 -2.52
H -0.99 0.79 -3.37
C 1.13 -0.32 -1.51
O 2.11 0.30 -1.64
Cl 0.66 -4.04 -1.34
C 3.44 0.26 3.42
N 3.75 -0.50 2.21
C 5.02 -1.22 2.13
C 2.84 -0.72 1.26
O 1.64 -0.32 1.34
H 4.34 0.26 4.03
H 2.62 -0.19 3.98
H 3.18 1.29 3.16
H 4.84 -2.30 2.04
H 5.57 -0.90 1.24
H 5.60 -1.02 3.02
H 3.21 -1.30 0.38
*
```

E_LUMO, eV: -9.55
Gap between HOMO and LUMO, eV: 6.52

No. 5
Below is 8 unconnected molecules or ions with the total composition C9H19Cl15OPS at a distorted geometry, with properties calculated with the ωB97M-V functional and the def2-TZVPD basis.

Structure (ORCA input):
```
! wB97M-V def2-TZVPD RIJCOSX def2/J DEFGRID3
* xyz 1 1
C 2.08 1.72 0.16
C 1.03 1.27 -0.67
S 0.08 0.07 0.07
Cl 0.05 -1.66 -1.06
P -1.91 0.92 -0.16
O -2.37 0.80 -1.54
H 2.94 1.05 0.27
H 2.03 2.63 0.75
H 0.85 1.62 -1.68
H -2.81 0.25 0.69
H -1.76 2.27 0.24
C -4.80 1.24 -4.13
Cl -6.12 2.32 -3.67
Cl -5.06 0.52 -5.72
H -3.88 1.82 -4.16
H -4.72 0.45 -3.39
C -1.19 3.46 -5.51
Cl -1.74 2.86 -3.94
Cl -1.01 2.15 -6.68
H -1.93 4.17 -5.89
H -0.24 3.96 -5.38
C -3.81 -3.63 -0.60
Cl -2.52 -4.58 -1.34
Cl -3.46 -1.89 -0.70
H -4.73 -3.82 -1.13
H -3.90 -3.91 0.44
C 2.07 1.77 4.08
Cl 0.68 2.72 3.51
Cl 3.49 2.05 3.05
H 2.31 2.06 5.09
H 1.82 0.72 4.03
C 4.66 1.17 -3.04
Cl 5.77 -0.14 -2.65
Cl 3.23 1.14 -1.97
H 5.17 2.12 -2.91
H 4.32 1.06 -4.06
C 3.69 -2.13 4.08
Cl 4.68 -3.12 5.15
Cl 2.38 -1.33 4.96
H 4.32 -1.37 3.62
H 3.25 -2.77 3.32
C -0.71 -4.03 5.78
Cl 0.78 -4.98 5.74
Cl -0.65 -2.70 4.62
H -1.54 -4.68 5.52
H -0.84 -3.63 6.77
*
```

E_LUMO, eV: -5.90
Gap between HOMO and LUMO, eV: 6.36

No. 6
Below is 2 unconnected molecules or ions with the total composition C9H19Cl2 at a distorted geometry, with properties calculated with the ωB97M-V functional and the def2-TZVPD basis.

Structure (ORCA input):
```
! wB97M-V def2-TZVPD RIJCOSX def2/J DEFGRID3
* xyz 0 2
Cl -4.15 2.69 1.73
Cl 0.81 2.09 1.84
C 2.07 -0.36 2.55
C 1.73 0.63 1.35
C 2.90 1.48 0.77
C 0.97 -0.17 0.21
C -0.49 0.19 0.02
C -1.20 -0.55 -1.10
C -0.65 -0.26 -2.52
C -2.60 0.07 -1.03
C -1.36 -2.07 -0.87
H 1.44 -1.28 2.59
H 3.15 -0.66 2.57
H 1.86 0.13 3.52
H 2.67 1.81 -0.27
H 2.84 2.42 1.34
H 3.88 1.05 0.97
H 1.46 0.01 -0.75
H 0.97 -1.24 0.41
H -0.97 0.03 0.99
H -0.52 1.27 -0.13
H 0.31 -0.71 -2.80
H -1.35 -0.63 -3.29
H -0.55 0.81 -2.74
H -3.03 -0.06 -0.03
H -2.56 1.15 -1.14
H -3.30 -0.34 -1.77
H -1.77 -2.30 0.12
H -2.08 -2.50 -1.58
H -0.47 -2.70 -0.98
*
```

E_LUMO (alpha / beta), eV: 0.72 / -3.95
Gap between HOMO and LUMO (alpha / beta), eV: 10.67 / 6.00

No. 7
Below is 2 unconnected molecules or ions with the total composition C9H19ClN2P at a distorted geometry, with properties calculated with the ωB97M-V functional and the def2-TZVPD basis.

Structure (ORCA input):
```
! wB97M-V def2-TZVPD RIJCOSX def2/J DEFGRID3
* xyz 1 1
P 0.94 -0.25 -3.68
C -0.49 0.84 -3.26
C -1.74 0.36 -4.04
C -2.92 0.03 -3.13
Cl -2.98 -1.72 -2.77
H 1.82 -0.31 -2.58
H 1.63 0.32 -4.76
H -0.69 0.81 -2.20
H -0.32 1.87 -3.53
H -1.49 -0.55 -4.56
H -2.04 1.07 -4.80
H -2.86 0.56 -2.19
H -3.85 0.27 -3.61
C -1.63 -0.37 1.16
C -0.29 0.16 0.67
N 0.80 -0.02 1.64
C 2.12 -0.17 1.32
C 2.81 -0.29 2.48
N 1.88 -0.20 3.50
C 0.68 -0.03 2.97
C 2.16 -0.29 4.94
H -1.99 0.19 2.02
H -2.37 -0.28 0.37
H -1.55 -1.42 1.43
H -0.36 1.23 0.44
H 0.00 -0.36 -0.24
H 2.43 -0.18 0.29
H 3.85 -0.42 2.71
H -0.24 0.08 3.52
H 1.63 -1.14 5.36
H 1.83 0.63 5.42
H 3.23 -0.41 5.08
*
```

E_LUMO, eV: -2.93
Gap between HOMO and LUMO, eV: 7.99

No. 8
Below is a molecular structure, C9H19IO4PSr at a distorted geometry, with properties calculated with the ωB97M-V functional and the def2-TZVPD basis.

Structure (ORCA input):
```
! wB97M-V def2-TZVPD RIJCOSX def2/J DEFGRID3
* xyz 1 1
C 5.16 -1.03 0.73
C 3.63 -0.91 0.68
I 2.79 -1.27 2.63
C 3.11 0.42 0.13
P 1.58 0.28 -0.92
O 0.22 0.37 -2.05
C -1.03 0.64 -1.42
C -0.84 0.70 0.11
C -1.63 -0.35 0.87
C -2.96 0.17 1.42
C -4.05 0.54 0.42
C -4.71 -0.53 -0.41
O -5.85 -0.48 -0.81
O -3.89 -1.56 -0.70
O 0.55 0.52 0.35
H 5.53 -1.15 1.74
H 5.49 -1.90 0.16
H 5.63 -0.14 0.33
H 3.21 -1.73 0.09
H 2.87 1.09 0.96
H 3.91 0.90 -0.44
H 1.61 1.74 -1.07
H 2.46 0.33 -2.16
H 1.52 -1.13 -0.95
H -1.73 -0.15 -1.69
H -1.44 1.58 -1.80
H -1.09 1.71 0.46
H -1.01 -0.67 1.71
H -1.77 -1.22 0.24
H -3.35 -0.53 2.17
H -2.73 1.09 1.97
H -4.89 1.02 0.93
H -3.66 1.28 -0.29
H -4.45 -2.25 -1.10
Sr 1.84 2.63 -2.30
*
```

E_LUMO, eV: -5.23
Gap between HOMO and LUMO, eV: 6.16

No. 9
Below is a gas-phase ion, C9H19N2 (charge +1) at a distorted geometry, with properties calculated with the ωB97M-V functional and the def2-TZVPD basis.

Structure (ORCA input):
```
! wB97M-V def2-TZVPD RIJCOSX def2/J DEFGRID3
* xyz 1 1
C 2.99 -0.56 1.33
C 2.98 0.20 0.11
N 4.00 0.93 -0.13
C 1.83 0.26 -0.81
C 0.86 -0.93 -1.07
C -0.34 -1.24 -0.22
C -1.46 -0.22 -0.24
N -0.84 1.11 0.17
C -2.67 -0.14 -1.23
C -2.95 -0.38 0.24
C -3.66 0.75 1.05
H 1.93 -0.77 1.38
H 3.30 -0.16 2.23
H 3.58 -1.54 1.23
H 3.98 1.38 -1.09
H 4.64 1.01 0.58
H 2.08 0.73 -1.86
H 1.06 1.01 -0.27
H 1.52 -1.75 -1.03
H 0.76 -0.89 -2.23
H -0.68 -2.21 -0.59
H 0.12 -1.38 0.81
H -1.08 1.79 -0.59
H -1.24 1.50 0.96
H -3.01 -0.80 -1.98
H -2.87 0.90 -1.44
H -3.41 -1.31 0.72
H -4.63 0.33 1.04
H -3.54 1.76 0.78
H -3.27 0.62 2.16
*
```

SMILES string: CC(=[NH2+])CCC[C@@]1(N)C[C@@H]1C
E_LUMO, eV: -3.66
Gap between HOMO and LUMO, eV: 8.68

No. 10
Below is a gas-phase ion, C9H19N2O (charge -1) at a distorted geometry, with properties calculated with the ωB97M-V functional and the def2-TZVPD basis.

Structure (ORCA input):
```
! wB97M-V def2-TZVPD RIJCOSX def2/J DEFGRID3
* xyz -1 1
C 1.82 1.34 -1.86
N 0.84 0.63 -1.57
C 0.90 -0.32 -0.09
C 2.16 0.16 0.67
C 1.01 -1.77 -0.59
C 1.49 -2.87 0.43
N -0.14 0.01 0.86
O 0.09 0.77 1.92
C -1.44 0.37 0.32
C -2.07 -0.44 -0.83
C -2.43 0.15 1.51
C -1.52 1.92 -0.04
H 1.68 2.26 -2.39
H 2.91 1.07 -1.66
H 2.13 1.24 0.85
H 2.99 0.06 -0.06
H 2.40 -0.41 1.70
H 0.10 -2.08 -1.05
H 1.91 -1.72 -1.47
H 1.87 -2.38 1.31
H 2.14 -3.58 -0.07
H 0.62 -3.49 0.81
H -2.97 0.13 -1.14
H -1.28 -0.21 -1.57
H -2.32 -1.49 -0.60
H -1.89 0.64 2.29
H -2.58 -0.87 1.74
H -3.39 0.67 1.43
H -1.45 2.67 0.76
H -0.82 2.02 -0.87
H -2.55 2.24 -0.29
*
```

SMILES string: C=N[C@](C)(CC)N([O-])C(C)(C)C
E_LUMO (alpha / beta), eV: 3.69 / 3.69
Gap between HOMO and LUMO (alpha / beta), eV: 5.39 / 5.39

No. 11
Below is a gas-phase ion, C9H19N2OS (charge +1) at a distorted geometry, with properties calculated with the ωB97M-V functional and the def2-TZVPD basis.

Structure (ORCA input):
```
! wB97M-V def2-TZVPD RIJCOSX def2/J DEFGRID3
* xyz 1 1
C -0.47 1.35 -0.77
C -0.55 -0.07 1.30
C 3.82 -0.97 -0.21
C -1.97 0.97 -1.16
C -1.87 -0.68 0.73
C 2.38 -1.27 0.26
C 3.95 0.46 -0.48
C 0.28 0.34 0.14
C -3.98 -0.07 -0.32
N 3.99 1.29 0.52
N -2.66 0.42 0.10
O 0.24 -2.27 -0.64
S 0.89 -0.98 -0.88
H 0.09 1.48 -1.66
H -0.45 2.32 -0.32
H -0.89 0.80 2.01
H 0.07 -0.70 1.92
H 4.44 -1.38 0.56
H 3.90 -1.71 -1.13
H -2.73 1.59 -1.61
H -1.88 0.27 -1.96
H -1.71 -1.43 0.08
H -2.44 -1.07 1.60
H 2.06 -2.17 0.59
H 2.16 -0.66 1.12
H 3.91 0.86 -1.58
H -4.67 0.76 -0.44
H -3.81 -0.88 -1.16
H -4.60 -0.56 0.46
H 4.16 0.91 1.43
H 4.02 2.34 0.46
H -2.62 1.21 0.76
*
```

E_LUMO, eV: -4.28
Gap between HOMO and LUMO, eV: 5.04

No. 12
Below is C9H19N3O4 in the gas phase at a distorted geometry, with properties calculated with the ωB97M-V functional and the def2-TZVPD basis.

Structure (ORCA input):
```
! wB97M-V def2-TZVPD RIJCOSX def2/J DEFGRID3
* xyz 0 1
N 2.21 -4.06 0.15
C 1.56 -2.87 0.67
C 0.10 -2.70 0.32
C -0.26 -2.51 -1.17
C 0.17 -1.12 -1.73
C -0.63 0.01 -1.11
N -2.00 -0.34 -1.82
C -0.08 1.37 -1.59
O 0.14 1.63 -2.73
N 0.14 2.24 -0.57
C -0.26 2.30 0.72
C -1.74 1.87 1.03
O -1.88 0.52 1.38
C 0.56 1.66 1.79
O 0.08 1.26 2.79
O 1.87 1.64 1.52
H 3.17 -3.88 -0.14
H 2.00 -4.81 0.81
H 2.11 -2.01 0.23
H 1.74 -2.70 1.79
H 0.04 -1.71 0.79
H -0.59 -3.26 0.84
H 0.06 -3.37 -1.70
H -1.34 -2.52 -1.24
H 1.26 -1.08 -1.56
H 0.08 -1.08 -2.82
H -0.82 0.10 -0.07
H -2.59 0.52 -1.88
H -2.56 -0.91 -1.23
H 0.57 2.99 -0.95
H -0.15 3.39 1.01
H -2.09 2.57 1.88
H -2.38 2.09 0.14
H -1.15 0.30 1.92
H 1.98 1.99 0.65
*
```

SMILES string: NCCCC[C@H](N)C(=O)N[C@@H](CO)C(=O)O
E_LUMO, eV: 0.12
Gap between HOMO and LUMO, eV: 9.15